P.
Entry from the OMol25 dataset: C2H4O2 in the gas phase (ωB97M-V/def2-TZVPD).

Computed properties:
- SMILES string: COC=O
- Kohn-Sham gap: 0.434 hartree
- LUMO energy: 0.96 eV
- Net charge: 0

Positions of all 8 atoms, in Å:
C (0.0636, 0.9441, -0.4116)
O (-0.6894, -0.2694, -0.3093)
C (-0.1565, -1.2094, 0.4764)
O (0.8879, -1.1245, 1.0672)
H (1.1332, 0.7309, -0.4490)
H (-0.1465, 1.5803, 0.4526)
H (-0.2704, 1.4326, -1.3268)
H (-0.8219, -2.0846, 0.5003)

=====

Q.
Entry from the OMol25 dataset: C2H4O2 in the gas phase (ωB97M-V/def2-TZVPD).

Computed properties:
- SMILES string: O=CCO
- Kohn-Sham gap: 0.423 hartree
- LUMO energy: 0.86 eV
- Net charge: 0

Positions of all 8 atoms, in Å:
C (0.7011, 0.6457, 0.0186)
C (-0.7815, 0.5162, -0.0295)
H (0.4829, -1.2344, -0.0227)
H (1.1040, 1.2616, -0.7700)
H (0.9246, 1.1603, 0.9644)
H (-1.3393, 1.4232, -0.1136)
O (1.2596, -0.6311, -0.0187)
O (-1.3458, -0.5666, 0.0196)

=====

R.
Entry from the OMol25 dataset: C2H4O2 in the gas phase (ωB97M-V/def2-TZVPD).

Computed properties:
- SMILES string: COC=O
- Kohn-Sham gap: 0.436 hartree
- LUMO energy: 0.88 eV
- Net charge: 0

Positions of all 8 atoms, in Å:
C (0.9266, -0.1530, 0.3820)
C (-1.2070, 0.1892, -0.6158)
H (1.0104, -1.1853, 1.0444)
H (2.0768, 0.0253, 0.1931)
H (0.5723, 0.8219, 0.9657)
H (-1.6355, 0.0882, -1.6169)
O (0.0800, -0.2377, -0.7688)
O (-1.8235, 0.4514, 0.4163)

=====

Of them, R has the lowest stability.

=====

P.
Entry from the OMol25 dataset: 2 unconnected molecules or ions with the total composition C2FN3 (ωB97M-V/def2-TZVPD).

Computed properties:
- Kohn-Sham gap (alpha / beta): 0.303 / 0.300 hartree
- LUMO energy (alpha / beta): -3.16 / -3.20 eV
- Net charge: 0

Positions of all 6 atoms, in Å:
C (-1.8039, 0.1597, -0.2039)
C (1.7256, -0.2296, 0.1018)
N (-2.7049, -0.4399, 0.3632)
N (1.2741, -1.2402, -0.1394)
N (-0.8798, 0.9336, -0.3900)
F (2.3889, 0.8163, 0.2683)

=====

Q.
Entry from the OMol25 dataset: 2 unconnected molecules or ions with the total composition C2FN3 (ωB97M-V/def2-TZVPD).

Computed properties:
- Kohn-Sham gap (alpha / beta): 0.288 / 0.341 hartree
- LUMO energy (alpha / beta): -2.98 / -2.14 eV
- Net charge: 0

Positions of all 6 atoms, in Å:
C (1.5212, -0.1876, 0.4127)
C (-1.1379, 0.2929, -0.0504)
N (2.5325, 0.1193, -0.0302)
N (-0.5930, -0.7859, 0.4757)
N (-1.6734, -0.7345, -0.5895)
F (-1.2229, 1.5616, -0.1368)

=====

Of them, Q has the lowest stability.